[1]
Formula: C6H14O
Source: OMol25
Level of theory: wB97M-V/def2-TZVPD

Each line ends with the Mulliken charge.
CARTESIAN COORDINATES (ANGSTROEM)
C (1.7720, 2.9005, -0.3192)  -1.221
C (1.5858, 1.4377, 0.0903)  -0.297
C (0.7502, 0.5430, -0.9419)  -0.688
C (-0.6740, 1.1979, -1.1933)  -0.503
C (-2.2166, -0.1383, 0.2785)  -0.973
C (-1.3808, 0.9017, 0.1340)  -0.033
H (0.9425, 3.3503, -0.6140)  0.447
H (2.2741, 2.8516, -1.3252)  0.293
H (2.3464, 3.4362, 0.4260)  0.324
H (2.6623, 0.9609, 0.1837)  0.267
H (1.0741, 1.2748, 1.0938)  0.286
H (0.6281, -0.5284, -0.6890)  0.324
H (1.3013, 0.5517, -1.9195)  0.317
H (-1.1596, 0.8706, -2.0464)  0.462
H (-0.5504, 2.3662, -1.2344)  0.071
H (-2.4828, -0.7841, -0.4596)  0.348
H (-2.6929, -0.2054, 1.2279)  0.267
H (-1.2649, 1.5537, 1.0102)  0.311
H (-0.8029, -5.3237, 2.1174)  0.305
H (0.5200, -5.2531, 1.4557)  0.304
O (-0.2268, -5.7720, 1.5605)  -0.610

Forces on the atoms, in the same order (eV/Å):
3.645 -3.067 -0.621
0.552 -2.574 0.618
0.577 1.642 -1.481
2.391 2.295 4.023
1.289 2.963 1.946
-1.476 -0.581 -1.039
-4.008 2.276 -0.332
0.395 0.218 1.031
0.053 0.274 -0.154
-2.124 0.814 -0.051
0.803 0.561 -1.020
0.139 0.736 0.331
-0.250 0.016 0.681
-1.031 -0.878 -1.493
-0.261 -2.289 -0.343
-0.587 -1.771 -2.099
-0.389 -0.508 0.592
0.283 -0.132 -0.588
-1.548 1.296 1.543
2.205 1.603 -0.272
-0.657 -2.895 -1.272

Properties
- Structure (SMILES): C=CCCCC.O
- HOMO level: -9.464 eV
- ΔE to the lowest compared entry with this formula, charge and spin: 53.8 kcal per mole
- Lowest unoccupied orbital energy: 0.769 eV
- Kohn-Sham gap: 0.3761 Ha
- F_max: 5.21 eV/A

***

[2]
Formula: C6H14O
Source: OMol25
Level of theory: wB97M-V/def2-TZVPD

Each line ends with the Mulliken charge.
CARTESIAN COORDINATES (ANGSTROEM)
C (2.2403, 1.5356, -1.7604)  -0.791
C (-0.5592, 1.8612, -1.3063)  -0.983
C (-0.9278, 0.6538, -0.8923)  -0.325
C (-0.8309, 0.1930, 0.5393)  -0.435
C (-0.5417, -1.3010, 0.7027)  -0.511
C (-0.5890, -1.7298, 2.1597)  -0.525
O (-0.3899, -3.1290, 2.2154)  -0.503
H (2.0358, 2.6055, -1.8928)  0.243
H (2.6108, 1.1260, -2.7003)  0.298
H (2.9646, 1.4084, -0.9563)  0.276
H (-0.1115, 2.5862, -0.6266)  0.378
H (-0.5726, 2.1488, -2.3551)  0.340
H (-1.2927, -0.0672, -1.6252)  0.311
H (1.3276, 1.0024, -1.4902)  0.034
H (-1.7795, 0.4223, 1.0457)  0.387
H (-0.0601, 0.7839, 1.0552)  0.306
H (-1.2851, -1.8900, 0.1506)  0.319
H (0.4401, -1.5626, 0.2882)  0.266
H (0.1868, -1.1942, 2.7319)  0.308
H (-1.5649, -1.4489, 2.5906)  0.303
H (-0.4207, -3.3992, 3.1406)  0.305

Forces on the atoms, in the same order (eV/Å):
0.164 -0.103 -0.009
-0.412 -0.087 0.093
-0.144 0.242 -0.038
-0.048 0.049 0.099
-0.015 -0.042 -0.049
-0.058 0.467 -0.080
0.016 -0.176 0.272
-0.030 -0.303 0.054
0.203 0.035 0.090
0.173 0.003 -0.158
-0.230 -0.133 -0.050
-0.196 -0.079 0.180
-0.047 0.084 0.146
0.658 0.244 -0.175
0.085 -0.061 -0.038
-0.137 -0.076 -0.079
0.081 0.088 0.055
-0.131 0.082 0.035
-0.100 -0.110 -0.095
0.146 -0.090 -0.073
0.024 -0.034 -0.180

Properties
- Structure (SMILES): C=CCCCO.C
- HOMO level: -9.350 eV
- ΔE to the lowest compared entry with this formula, charge and spin: 37.8 kcal per mole
- Lowest unoccupied orbital energy: 0.951 eV
- Kohn-Sham gap: 0.3786 Ha
- F_max: 0.72 eV/A

***

[3]
Formula: C6H14O
Source: OMol25
Level of theory: wB97M-V/def2-TZVPD

Each line ends with the Mulliken charge.
CARTESIAN COORDINATES (ANGSTROEM)
C (2.0592, 0.6625, -1.3879)  -1.168
C (1.2756, 0.9360, -0.0803)  -0.862
C (0.0058, 0.2277, -0.2592)  1.053
C (-0.0114, -1.0639, -0.0214)  -0.737
C (-1.1426, -1.9611, 0.2228)  -1.025
C (-1.1952, 1.0508, -0.5513)  -1.207
H (2.9277, 1.2007, -1.4228)  0.454
H (2.3088, -0.3410, -1.6189)  0.327
H (1.3759, 1.0208, -2.2573)  0.252
H (1.0712, 1.9842, 0.1565)  0.442
H (1.8740, 0.7415, 0.8122)  0.334
H (0.8838, -1.6915, 0.2499)  0.198
H (-2.1002, -1.5602, -0.0357)  0.319
H (-1.2496, -1.9825, 1.4165)  0.281
H (-1.1955, -2.8857, -0.3505)  0.369
H (-1.8358, 1.4289, 0.2578)  0.288
H (-0.7937, 1.9778, -1.0267)  0.384
H (-1.8923, 0.4341, -1.0759)  0.364
H (-1.1014, 0.5664, 1.9979)  0.342
H (-0.5594, -0.8079, 2.2624)  0.234
O (-0.7049, 0.0623, 2.7118)  -0.641

Forces on the atoms, in the same order (eV/Å):
-3.152 1.535 -0.988
1.461 0.534 -0.517
-0.426 -0.415 2.008
1.121 -2.314 0.266
-1.928 0.402 1.856
0.213 0.927 -0.029
2.346 1.588 -0.225
-0.128 -1.207 0.366
1.226 -0.530 1.217
0.046 0.330 -0.984
-0.171 -1.093 -0.029
-0.131 1.485 -0.487
-0.748 0.880 -0.233
0.113 -1.275 -2.612
0.774 -0.515 0.768
0.617 -0.124 0.567
-0.928 -0.746 -0.367
-0.437 0.139 -1.184
-0.040 0.252 -0.025
0.074 1.304 0.866
0.099 -1.157 -0.236

Properties
- Structure (SMILES): C/C=C(\C)CC.O
- HOMO level: -8.974 eV
- ΔE to the lowest compared entry with this formula, charge and spin: 53.8 kcal per mole
- Lowest unoccupied orbital energy: 0.887 eV
- Kohn-Sham gap: 0.3624 Ha
- F_max: 3.64 eV/A

***

[4]
Formula: C6H14O
Source: OMol25
Level of theory: wB97M-V/def2-TZVPD

Each line ends with the Mulliken charge.
CARTESIAN COORDINATES (ANGSTROEM)
C (-0.7077, -2.7792, -0.1503)  -0.495
O (-0.6650, -2.5982, 1.2696)  -0.539
C (-1.2898, -1.4512, -0.8035)  -0.534
C (-0.1973, -0.3544, -0.9194)  -0.583
C (-0.0531, 0.7181, 0.2258)  -0.439
C (0.9584, 1.7872, -0.0168)  -0.298
C (1.0020, 2.8606, 1.0025)  -1.115
H (-1.2521, -3.7934, -0.3327)  0.295
H (0.3150, -2.9107, -0.5973)  0.271
H (0.1889, -2.2078, 1.6470)  0.312
H (-1.4577, -1.8706, -1.8031)  0.296
H (-2.1752, -1.1213, -0.4137)  0.397
H (0.8064, -0.8661, -1.2443)  0.237
H (-0.3364, 0.2141, -1.9197)  0.307
H (-1.1120, 1.1983, 0.4013)  0.213
H (0.0316, 0.2005, 1.1998)  0.249
H (0.7222, 2.2110, -1.0267)  0.216
H (2.0722, 1.4350, -0.1153)  0.309
H (0.1544, 3.5172, 0.9134)  0.304
H (1.9857, 3.3776, 0.6582)  0.301
H (1.0093, 2.4331, 2.0253)  0.299

Forces on the atoms, in the same order (eV/Å):
0.076 0.428 0.311
1.598 0.194 1.159
3.696 -2.732 -1.635
1.194 0.616 -2.075
-2.600 -1.462 0.292
1.628 -0.962 -1.881
1.848 0.854 -0.187
0.447 2.102 0.178
-0.758 0.023 0.463
-1.738 -0.873 -1.404
-0.357 0.700 -0.296
-2.249 0.700 1.273
-1.422 0.756 1.300
-0.323 -0.520 1.592
1.750 -0.558 -0.718
0.582 0.131 -0.306
0.296 -0.108 0.683
-2.123 -0.163 0.065
-0.259 0.488 0.069
-1.734 -0.083 1.593
0.447 0.468 -0.476

Properties
- Structure (SMILES): CCCCCCO
- HOMO level: -9.791 eV
- ΔE to the lowest compared entry with this formula, charge and spin: 44.5 kcal per mole
- Lowest unoccupied orbital energy: 0.958 eV
- Kohn-Sham gap: 0.3950 Ha
- F_max: 4.88 eV/A

***

[5]
Formula: C6H14O
Source: OMol25
Level of theory: wB97M-V/def2-TZVPD

Each line ends with the Mulliken charge.
CARTESIAN COORDINATES (ANGSTROEM)
C (-0.9390, -2.4049, -0.1316)  -0.639
O (-0.5761, -3.2221, 0.9880)  -0.541
C (-1.0562, -0.9097, 0.2152)  -0.687
C (0.0164, -0.0009, -0.3251)  -0.415
C (-0.3253, 1.5035, -0.1998)  -0.736
C (0.8026, 2.4040, 0.2769)  -0.531
C (1.8994, 2.5707, -0.7611)  -1.142
H (-1.8741, -2.8248, -0.5048)  0.329
H (-0.2205, -2.5117, -0.9478)  0.288
H (0.3779, -3.1139, 1.1417)  0.305
H (-2.0421, -0.5912, -0.1310)  0.384
H (-1.2882, -0.8714, 1.2803)  0.371
H (0.9747, -0.1385, 0.1889)  0.310
H (0.2531, -0.2639, -1.3506)  0.349
H (-0.6623, 1.8484, -1.1859)  0.280
H (-1.2190, 1.6298, 0.4054)  0.424
H (1.2757, 2.1581, 1.2325)  0.355
H (0.3524, 3.3765, 0.4856)  0.327
H (1.5315, 3.1522, -1.6333)  0.307
H (2.1613, 1.6402, -1.2564)  0.307
H (2.7163, 3.1654, -0.3824)  0.353

Forces on the atoms, in the same order (eV/Å):
0.293 0.099 0.060
0.602 0.181 -0.223
-1.550 -0.857 -0.005
0.729 0.645 0.700
-0.241 -0.510 -0.396
-0.043 0.629 -0.031
-0.970 0.760 -1.294
-0.059 0.152 0.194
0.150 -0.178 -0.031
-0.539 -0.050 -0.019
0.036 0.257 -0.678
0.856 0.257 0.352
-0.077 -0.275 0.231
-0.230 -0.043 -0.332
0.194 0.153 0.033
0.015 -0.068 0.444
-0.332 -0.677 -0.007
0.074 0.208 -0.120
-0.128 -0.053 0.485
0.622 -0.298 0.516
0.598 -0.329 0.121

Properties
- Structure (SMILES): CCCCCCO
- HOMO level: -10.130 eV
- ΔE to the lowest compared entry with this formula, charge and spin: 21.6 kcal per mole
- Lowest unoccupied orbital energy: 1.036 eV
- Kohn-Sham gap: 0.4104 Ha
- F_max: 1.79 eV/A